## A
Entry from the Open Molecules 2025 dataset: C4H13NO3 as an isolated structure (ωB97M-V with the def2-TZVPD basis set).

Element x y z (Å)
C: 1.01001 -0.27337 0.81004
N: 0.79779 0.04679 -0.48086
C: -0.55920 0.16820 -0.91345
C: -1.21480 -1.16053 -1.11756
C: 4.55894 0.19269 0.07015
O: 1.86003 -0.92245 1.41148
H: 0.24622 0.13015 1.46644
H: -0.51924 0.80868 -1.78046
H: -1.09402 0.71319 -0.13389
H: -1.54710 -1.71076 -0.19768
H: -2.18795 -0.81329 -1.59370
H: -0.67066 -1.73549 -1.92466
H: 5.21542 -0.63012 0.50512
H: 3.47087 0.02461 0.33996
H: 4.39614 0.14578 -0.98643
H: 4.77530 1.21146 0.41218
H: -3.29463 0.95633 2.37318
O: -2.73061 0.82700 1.54942
H: -3.34456 0.69937 0.66613
H: -5.04551 0.72383 -0.11565
O: -4.12245 0.59792 -0.35976

Results
Frontier orbital gap (alpha / beta) (eV): 7.63 / 5.38
E_HOMO (alpha / beta) (eV): -4.033 / -4.027
Multiplicity: 2
M (Da): 123.2
Net charge: -1



## B
Entry from the Open Molecules 2025 dataset: a 3-piece molecular cluster, C4H13NO3 overall (ωB97M-V with the def2-TZVPD basis set).

Element x y z (Å)
C: 1.12861 2.22982 0.59231
C: 0.63458 0.79938 0.50590
N: 1.20652 0.05589 -0.55616
C: 1.44009 -1.37399 -0.25229
C: 0.50387 0.29418 -1.81829
O: -0.12328 0.34527 1.32434
H: 0.36351 2.79754 1.10437
H: 2.05051 2.16763 1.17909
H: 1.46350 2.65622 -0.35338
H: 0.60898 -1.96793 -0.64202
H: 1.63955 -1.44576 0.80255
H: 2.31844 -1.63660 -0.82476
H: -0.55654 0.52596 -1.68330
H: 0.91059 1.16800 -2.32107
H: 0.64175 -0.53604 -2.50538
H: -1.67820 -1.89912 -0.33234
H: -2.87053 -2.69219 -0.60440
O: -2.08380 -2.38696 -1.09240
H: -2.02726 0.71770 2.92311
H: -2.67988 -0.24173 1.93934
O: -2.89103 0.42269 2.61477

Results
Frontier orbital gap (alpha / beta) (eV): 2.38 / 8.01
E_HOMO (alpha / beta) (eV): 1.207 / -4.459
Multiplicity: 2
M (Da): 123.2
Net charge: -1



Energies, relative to the best one, in hartree: A 0.0099; B 0.0000.



## A
Entry from the Open Molecules 2025 dataset: one molecule with the formula C11H22N2O3 (ωB97M-V with the def2-TZVPD basis set).

Element x y z (Å)
C: 2.01619 -1.10903 -0.22779
C: 0.66844 -0.77359 -0.78754
C: 2.46812 0.05793 0.63519
C: 3.64705 -0.25543 1.57168
C: 2.84936 1.42494 -0.04277
C: 1.65846 2.13700 -0.74279
C: -1.63116 -0.19283 -0.34164
C: -1.79751 1.21728 -0.33476
C: -2.73361 -1.01537 0.37894
C: -3.34314 -0.27234 1.62271
C: -3.95123 -1.29504 -0.62542
H: 2.73197 -0.90318 -2.06757
H: 2.52808 -2.49819 -1.54740
H: 1.81949 -1.89764 0.50680
H: 1.64810 0.38050 1.23920
H: 3.95569 0.60405 2.13431
H: 3.42381 -1.08485 2.26375
H: 4.40471 -0.55320 0.84626
H: 3.59867 1.45532 -0.83043
H: 3.11599 2.13458 0.70937
H: 0.80659 2.19140 -0.04232
H: 1.34853 1.59249 -1.65003
H: 1.97651 3.11455 -1.13178
H: -0.46866 -1.30273 0.92936
H: -1.68071 -0.44742 -1.39216
H: -2.30354 -1.98232 0.66690
H: -4.17208 -0.96400 1.94302
H: -3.75853 0.72060 1.30701
H: -2.60977 -0.12831 2.44273
H: -4.48506 -0.36110 -0.85537
H: -3.53740 -1.66526 -1.55554
H: -4.59394 -2.04305 -0.20115
H: -2.71207 2.69745 -0.96641
N: 2.89210 -1.55286 -1.25838
N: -0.34572 -0.61754 0.14692
O: 0.53413 -0.56049 -1.98733
O: -1.29970 2.00608 0.46062
O: -2.66814 1.74162 -1.21620

Results
Frontier orbital gap (eV): 10.10
E_HOMO (eV): -9.546
M (Da): 230.3
SMILES: CC[C@H](C)[C@H](N)C(=O)N[C@H](C(=O)O)C(C)C
Net charge: 0



## B
Entry from the Open Molecules 2025 dataset: one molecule with the formula C11H22N2O3 (ωB97M-V with the def2-TZVPD basis set).

Element x y z (Å)
C: 2.35180 -0.48020 -0.18776
C: 0.96503 -0.00096 0.11160
C: 2.54458 -1.65788 0.89897
C: 1.39816 -2.70828 0.82756
C: 2.91473 -1.32420 2.36794
C: -1.48209 -0.11134 -0.27771
C: -2.23538 -1.38379 -0.20793
C: -2.39038 0.70620 -1.31893
C: -1.99971 2.14480 -1.38357
C: -0.52918 2.27864 -1.76973
C: -2.44743 2.91038 -0.09402
H: 3.41933 1.45583 -0.58915
H: 3.43668 0.88377 1.05026
H: 2.30542 -0.98819 -1.07251
H: 3.36432 -2.40801 0.59967
H: 0.25038 -2.36317 1.09639
H: 1.71495 -3.57826 1.44590
H: 1.33688 -3.26205 -0.15073
H: 3.30658 -0.21796 2.32435
H: 3.63942 -2.20314 2.85272
H: 2.00745 -1.27121 3.20465
H: -0.11199 -1.57391 -0.74155
H: -1.49747 0.35589 0.77492
H: -3.39923 0.56254 -0.81373
H: -2.49137 0.29448 -2.28870
H: -2.64222 2.58353 -2.18552
H: 0.12309 2.04549 -0.90809
H: -0.69837 3.44412 -1.90443
H: -0.38558 1.76338 -2.64845
H: -2.75803 3.95383 -0.37838
H: -3.43285 2.29776 0.11272
H: -1.73874 2.99550 0.87154
H: -3.86738 -2.33457 0.47267
N: 3.42072 0.52001 0.01115
N: -0.12594 -0.51919 -0.63394
O: 0.84860 1.02876 0.76268
O: -1.66979 -2.43144 -0.49802
O: -3.44502 -1.40714 0.26718

Results
Frontier orbital gap (eV): 9.74
E_HOMO (eV): -9.324
M (Da): 230.3
SMILES: CC(C)C[C@H](NC(=O)[C@@H](N)C(C)C)C(=O)O
Net charge: 0



Energies, relative to the best one, in hartree: A 0.0000; B 0.1211.



## A
Entry from the Open Molecules 2025 dataset: one molecule with the formula CH5N7 (ωB97M-V with the def2-TZVPD basis set).

Element x y z (Å)
C: -0.02218 -1.71626 -0.46759
N: -1.57201 0.81676 0.07349
N: -1.22330 -0.34884 0.90279
N: -2.36124 1.55104 0.41878
N: -0.93567 -1.57820 0.45869
N: 0.86771 -0.81263 -0.59756
N: 0.78286 0.42171 -0.31772
N: 1.99825 1.10090 -0.18659
H: 0.18431 -2.71462 -1.00094
H: -0.98133 0.92467 -0.74287
H: -1.63565 -0.30543 1.88194
H: 2.87615 0.60594 -0.05762
H: 2.02211 2.05496 -0.36480

Results
Frontier orbital gap (alpha / beta) (eV): 8.23 / 8.23
E_HOMO (alpha / beta) (eV): -8.184 / -8.186
M (Da): 115.1
Net charge: 0



## B
Entry from the Open Molecules 2025 dataset: one molecule with the formula CH5N7 (ωB97M-V with the def2-TZVPD basis set).

Element x y z (Å)
C: 0.22017 -0.66967 -0.06927
H: -2.17743 -0.13865 0.92986
H: -2.83608 -0.73806 -0.21924
H: 1.54042 -2.35995 -0.02800
H: 0.45010 2.61303 0.06371
H: -0.95536 1.54814 -0.06052
N: -2.05641 -0.19502 -0.02811
N: -0.97514 -1.17000 -0.21613
N: 1.43779 -1.37309 -0.06166
N: 2.49901 -0.54510 -0.03696
N: 2.10213 0.65756 -0.02867
N: 0.73019 0.61380 -0.06022
N: 0.02059 1.75701 -0.18478

Results
Frontier orbital gap (eV): 8.77
E_HOMO (eV): -7.686
M (Da): 115.1
SMILES: N/N=c1/[nH]nnn1N
Net charge: 0



Energies, relative to the best one, in hartree: A 0.1106; B 0.0000.